This record from OMol25 describes a cluster of 13 separate species, C72H179N13O2 in total in a non-equilibrium geometry. The level of theory is ωB97M-V/def2-TZVPD.

CARTESIAN COORDINATES (ANGSTROEM)
C 1.136 -3.025 5.957
C -0.108 -3.911 6.030
N -1.365 -3.223 5.801
C -1.767 -2.329 6.877
C -2.940 -1.453 6.569
C -2.470 -4.077 5.322
C -3.122 -4.958 6.389
H 1.261 -2.727 4.916
H 2.055 -3.462 6.348
H 1.035 -2.118 6.552
H 0.100 -4.637 5.244
H -0.095 -4.526 6.929
H -2.087 -2.864 7.771
H -1.003 -1.608 7.167
H -3.213 -0.979 7.512
H -2.615 -0.735 5.816
H -3.783 -2.070 6.261
H -2.092 -4.772 4.572
H -3.247 -3.534 4.783
H -3.646 -4.352 7.129
H -2.377 -5.629 6.816
H -3.857 -5.586 5.885
C -4.962 4.720 -2.732
C -5.375 4.873 -1.251
N -4.242 4.867 -0.307
C -4.749 5.340 0.996
C -4.888 6.859 1.068
C -3.725 3.429 -0.262
C -2.423 3.243 0.554
H -4.190 5.452 -2.970
H -5.832 4.766 -3.387
H -4.623 3.708 -2.952
H -5.893 5.827 -1.146
H -6.042 4.060 -0.965
H -5.638 4.848 1.393
H -3.918 5.169 1.680
H -4.105 7.267 0.429
H -5.880 7.127 0.705
H -4.768 7.238 2.083
H -3.541 3.083 -1.279
H -4.525 2.803 0.135
H -1.570 3.797 0.164
H -2.174 2.182 0.589
H -2.444 3.587 1.588
C -0.876 -0.956 -9.533
C -0.415 -0.486 -8.151
N -0.087 -1.638 -7.315
C -1.278 -2.358 -6.983
C -1.122 -3.655 -6.269
C 0.756 -1.292 -6.149
C 0.154 -0.440 -5.032
H -1.916 -1.274 -9.461
H -0.227 -1.718 -9.966
H -0.782 -0.087 -10.184
H 0.529 0.038 -8.294
H -1.194 0.104 -7.668
H -1.989 -1.721 -6.457
H -1.912 -2.579 -7.842
H -2.089 -4.120 -6.076
H -0.477 -4.362 -6.790
H -0.653 -3.488 -5.299
H 1.667 -0.783 -6.463
H 1.149 -2.198 -5.687
H -0.078 0.565 -5.386
H 0.789 -0.378 -4.149
H -0.722 -0.979 -4.671
C -5.004 1.749 7.617
C -4.967 1.922 6.107
N -3.622 2.249 5.597
C -3.375 1.786 4.207
C -1.869 1.617 3.867
C -3.253 3.634 5.810
C -4.193 4.640 5.161
H -4.605 2.626 8.126
H -4.445 0.893 7.997
H -5.962 1.646 8.127
H -5.361 1.018 5.642
H -5.758 2.575 5.738
H -3.930 2.421 3.518
H -3.873 0.819 4.132
H -1.357 0.947 4.557
H -1.219 2.489 3.947
H -1.703 1.303 2.836
H -3.213 3.837 6.880
H -2.232 3.832 5.484
H -4.209 4.482 4.083
H -5.237 4.670 5.472
H -3.773 5.644 5.225
C 0.674 -3.033 -2.095
C -0.682 -3.777 -1.872
N -0.729 -4.360 -0.501
C -1.676 -5.477 -0.392
C -3.128 -5.060 -0.730
C -0.863 -3.285 0.544
C -0.919 -3.879 1.987
H 0.633 -2.734 -3.143
H 1.593 -3.610 -1.989
H 0.815 -2.130 -1.501
H -1.524 -3.088 -1.936
H -0.864 -4.558 -2.610
H -1.400 -6.293 -1.059
H -1.720 -5.901 0.611
H -3.387 -4.186 -0.131
H -3.239 -4.928 -1.806
H -3.785 -5.857 -0.384
H -1.749 -2.678 0.355
H -0.004 -2.614 0.514
H -0.007 -4.436 2.200
H -1.744 -4.571 2.155
H -1.100 -3.089 2.716
C -3.355 -1.316 -3.016
C -4.799 -1.386 -3.650
N -5.408 -2.720 -3.692
C -4.641 -3.599 -4.584
C -4.926 -5.052 -4.450
C -6.819 -2.717 -4.101
C -7.611 -2.097 -3.004
H -3.383 -1.421 -1.931
H -2.980 -0.296 -3.101
H -2.606 -1.857 -3.594
H -5.490 -0.688 -3.177
H -4.674 -1.034 -4.674
H -4.734 -3.300 -5.628
H -3.579 -3.496 -4.359
H -4.981 -5.405 -3.420
H -5.887 -5.250 -4.923
H -4.198 -5.611 -5.037
H -7.268 -3.659 -4.416
H -6.787 -2.094 -4.995
H -8.687 -2.198 -3.151
H -7.375 -1.050 -2.818
H -7.487 -2.643 -2.068
C 4.514 6.855 2.093
C 3.866 5.448 2.248
N 2.720 5.397 3.232
C 3.104 5.727 4.579
C 1.869 6.192 5.348
C 1.977 4.112 3.180
C 1.404 3.867 1.802
H 4.885 7.301 3.016
H 3.803 7.554 1.651
H 5.353 6.793 1.401
H 3.509 5.142 1.265
H 4.615 4.711 2.540
H 3.608 4.869 5.025
H 3.812 6.556 4.589
H 2.143 6.763 6.235
H 1.222 6.925 4.867
H 1.238 5.353 5.642
H 1.112 4.201 3.837
H 2.500 3.228 3.545
H 2.228 3.699 1.107
H 0.850 4.727 1.427
H 0.806 2.958 1.735
C -1.411 3.327 -3.390
C -0.042 4.074 -3.250
N 1.060 3.391 -3.946
C 2.330 3.854 -3.412
C 2.631 3.352 -1.987
C 0.981 3.705 -5.376
C 1.977 2.884 -6.226
H -2.168 3.802 -2.765
H -1.405 2.279 -3.089
H -1.841 3.313 -4.391
H -0.241 5.060 -3.670
H 0.156 4.231 -2.190
H 2.394 4.941 -3.449
H 3.088 3.388 -4.042
H 1.925 3.664 -1.218
H 3.638 3.583 -1.640
H 2.602 2.263 -2.030
H -0.028 3.470 -5.715
H 1.144 4.767 -5.556
H 2.964 3.347 -6.243
H 1.844 1.880 -5.823
H 1.625 2.865 -7.257
C 6.934 2.547 -4.119
C 6.946 1.144 -4.804
N 6.145 0.145 -4.050
C 6.404 -1.103 -4.726
C 7.657 -1.821 -4.193
C 4.677 0.497 -4.137
C 3.749 -0.472 -3.292
H 5.939 2.874 -3.817
H 7.376 3.320 -4.748
H 7.522 2.375 -3.217
H 6.534 1.346 -5.793
H 7.957 0.801 -5.023
H 5.558 -1.764 -4.537
H 6.388 -1.016 -5.813
H 7.847 -2.720 -4.779
H 8.511 -1.154 -4.312
H 7.489 -2.133 -3.163
H 4.377 0.512 -5.185
H 4.628 1.463 -3.636
H 3.369 -1.297 -3.895
H 2.876 0.080 -2.945
H 4.234 -0.955 -2.443
C 4.616 1.635 2.381
C 6.122 1.357 2.071
N 6.366 0.504 0.851
C 5.723 0.988 -0.343
C 6.093 2.440 -0.633
C 6.149 -0.921 1.237
C 6.594 -1.900 0.142
H 4.130 0.728 2.740
H 4.042 1.991 1.525
H 4.513 2.302 3.237
H 6.528 2.364 1.978
H 6.629 0.919 2.931
H 6.101 0.409 -1.185
H 4.642 0.864 -0.278
H 5.516 3.196 -0.101
H 7.145 2.636 -0.427
H 5.874 2.602 -1.689
H 5.099 -1.132 1.437
H 6.644 -1.251 2.150
H 6.580 -2.939 0.471
H 7.592 -1.660 -0.224
H 5.808 -1.875 -0.613
C 5.590 -4.377 3.923
C 4.163 -4.836 4.205
N 3.509 -5.100 2.906
C 3.221 -3.772 2.240
C 2.890 -3.919 0.657
C 2.275 -5.976 2.926
C 2.563 -7.395 3.491
H 6.120 -4.945 3.159
H 6.225 -4.542 4.793
H 5.658 -3.337 3.604
H 4.220 -5.759 4.781
H 3.605 -4.032 4.687
H 2.381 -3.245 2.692
H 4.063 -3.084 2.320
H 3.717 -4.475 0.214
H 1.931 -4.410 0.487
H 2.752 -2.921 0.240
H 1.802 -6.111 1.953
H 1.486 -5.484 3.495
H 1.736 -8.100 3.412
H 2.852 -7.456 4.540
H 3.362 -7.906 2.952
C -0.300 0.961 -0.915
C 0.492 0.514 0.308
O 1.720 0.586 0.319
N -0.176 0.030 1.348
C 0.361 -0.477 2.618
H 0.248 0.742 -1.832
H -0.419 2.035 -0.777
H -1.293 0.532 -1.044
H -1.153 -0.148 1.162
H 0.865 -1.434 2.480
H -0.499 -0.648 3.266
H 0.981 0.203 3.201
C -3.742 -1.649 2.491
C -4.041 -0.720 1.322
O -3.174 -0.046 0.769
N -5.317 -0.786 0.924
C -5.794 -0.043 -0.221
H -4.519 -1.541 3.247
H -2.840 -1.180 2.882
H -3.481 -2.668 2.205
H -5.933 -1.425 1.407
H -6.881 0.030 -0.187
H -5.631 -0.632 -1.124
H -5.466 0.962 -0.485

Summary:
LUMO energy in eV: 0.24
HOMO energy in Eh: -0.27965
Kohn-Sham gap in eV: 7.851